(1)
{"formula": "C43H54BN2O5PPbS2", "method": "ωB97M-V with the def2-TZVPD basis set", "charge": 0, "homo_ha": -0.26457, "gap_ev": 7.462, "species": ["Pb", "C", "C", "N", "N", "C", "S", "S", "C", "C", "C", "C", "C", "C", "C", "C", "C", "C", "C", "C", "C", "O", "H", "H", "H", "H", "H", "H", "H", "H", "H", "H", "H", "H", "H", "H", "O", "C", "O", "C", "C", "C", "C", "C", "C", "H", "H", "H", "H", "H", "C", "C", "C", "C", "P", "C", "C", "C", "C", "C", "C", "C", "C", "C", "C", "H", "H", "H", "H", "H", "H", "H", "H", "H", "H", "H", "H", "H", "H", "H", "H", "H", "H", "H", "H", "H", "H", "H", "C", "C", "C", "O", "B", "O", "C", "C", "C", "H", "H", "H", "H", "H", "H", "H", "H", "H", "H", "H", "H"], "xyz": [[-0.053, -0.090, -0.290], [-0.704, -3.614, 2.855], [-0.354, -2.210, 2.435], [-0.953, -1.681, 1.431], [-2.034, -2.381, 0.916], [-2.050, -2.622, -0.342], [-0.741, -2.377, -1.483], [-3.535, -3.344, -1.009], [-4.820, -2.400, -0.119], [-5.122, -1.022, -0.660], [-5.287, -0.785, -2.024], [-5.589, 0.486, -2.488], [-5.738, 1.542, -1.594], [-5.576, 1.314, -0.236], [-5.263, 0.040, 0.225], [0.641, -1.451, 3.208], [0.734, -1.730, 4.582], [1.617, -1.075, 5.412], [2.484, -0.128, 4.858], [2.426, 0.160, 3.514], [1.492, -0.459, 2.647], [1.491, -0.100, 1.394], [-0.880, -4.221, 1.970], [-1.630, -3.623, 3.437], [0.093, -4.058, 3.444], [-4.504, -2.352, 0.920], [-5.697, -3.045, -0.188], [-5.164, -1.603, -2.724], [-5.712, 0.656, -3.552], [-5.969, 2.537, -1.956], [-5.672, 2.129, 0.473], [-5.115, -0.120, 1.289], [0.060, -2.461, 5.014], [1.641, -1.297, 6.472], [3.204, 0.383, 5.488], [3.084, 0.900, 3.070], [-1.813, 3.324, -0.454], [-2.116, 2.529, -1.494], [-2.213, 1.332, -1.388], [-2.217, 3.244, -2.792], [-2.481, 4.611, -2.849], [-2.543, 5.249, -4.079], [-2.324, 4.526, -5.245], [-2.071, 3.160, -5.186], [-2.026, 2.516, -3.960], [-2.642, 5.157, -1.928], [-2.749, 6.311, -4.130], [-2.357, 5.029, -6.205], [-1.905, 2.601, -6.099], [-1.843, 1.449, -3.893], [2.169, 0.161, -4.475], [2.944, -0.635, -3.417], [2.415, -2.076, -3.411], [4.437, -0.682, -3.747], [2.547, 0.074, -1.713], [3.689, -0.875, -0.638], [4.963, -0.479, -0.237], [5.683, -1.232, 0.683], [5.152, -2.406, 1.196], [3.903, -2.838, 0.768], [3.177, -2.075, -0.133], [2.992, 1.903, -1.650], [3.081, 2.302, -0.167], [4.266, 2.325, -2.388], [1.801, 2.668, -2.254], [2.142, -0.405, -5.411], [2.637, 1.125, -4.683], [1.134, 0.334, -4.161], [2.507, -2.493, -4.419], [1.364, -2.126, -3.123], [2.988, -2.711, -2.732], [4.576, -1.271, -4.660], [5.003, -1.166, -2.949], [4.860, 0.306, -3.924], [5.412, 0.421, -0.633], [6.664, -0.895, 0.998], [5.712, -2.984, 1.922], [3.489, -3.767, 1.143], [2.185, -2.406, -0.430], [3.913, 1.822, 0.346], [2.175, 2.032, 0.379], [3.210, 3.388, -0.100], [5.137, 1.735, -2.113], [4.480, 3.372, -2.146], [4.137, 2.263, -3.470], [0.855, 2.369, -1.793], [1.715, 2.525, -3.332], [1.933, 3.738, -2.067], [-4.094, 2.560, 3.577], [-2.840, 2.181, 2.813], [-2.542, 0.704, 2.996], [-3.080, 2.392, 1.397], [-1.965, 2.982, 0.886], [-1.028, 3.343, 1.800], [-1.596, 3.107, 3.114], [-1.972, 4.474, 3.673], [-0.540, 2.470, 3.998], [-4.888, 1.846, 3.350], [-4.438, 3.556, 3.299], [-3.901, 2.535, 4.652], [-3.381, 0.123, 2.604], [-2.401, 0.455, 4.049], [-1.651, 0.409, 2.441], [-2.705, 4.976, 3.038], [-1.069, 5.085, 3.702], [-2.369, 4.391, 4.686], [-0.147, 1.548, 3.569], [-0.956, 2.254, 4.985], [0.293, 3.165, 4.119]]}


(2)
{"formula": "C43H54N6O5SSb2Sc", "method": "ωB97M-V with the def2-TZVPD basis set", "charge": 1, "homo_ha": -0.37633, "gap_ev": 7.337, "species": ["Sc", "O", "C", "C", "C", "C", "C", "C", "C", "O", "N", "N", "C", "C", "C", "C", "C", "C", "C", "O", "H", "H", "H", "H", "H", "H", "H", "H", "H", "H", "O", "C", "C", "C", "C", "N", "C", "C", "C", "C", "C", "C", "O", "C", "C", "N", "H", "H", "H", "H", "H", "H", "H", "H", "H", "H", "H", "H", "C", "Sb", "C", "C", "C", "C", "C", "C", "C", "C", "C", "Sb", "C", "C", "H", "H", "H", "H", "H", "H", "H", "H", "H", "H", "H", "H", "H", "H", "H", "H", "H", "H", "H", "H", "C", "C", "N", "C", "S", "N", "C", "C", "H", "H", "H", "H", "H", "H", "H", "H", "H", "H", "H", "H"], "xyz": [[-1.009, 0.942, 1.597], [-2.344, -2.707, 3.464], [-1.409, -2.785, 4.434], [-1.191, -4.035, 5.014], [-0.238, -4.189, 6.000], [0.520, -3.098, 6.429], [0.316, -1.863, 5.846], [-0.642, -1.683, 4.844], [-0.746, -0.381, 4.152], [-1.650, -0.229, 3.205], [0.127, 0.539, 4.414], [-0.041, 1.585, 3.506], [0.258, 2.753, 3.948], [-0.008, 3.982, 3.242], [0.501, 5.183, 3.758], [0.193, 6.394, 3.185], [-0.680, 6.422, 2.093], [-1.212, 5.257, 1.582], [-0.874, 4.011, 2.128], [-1.366, 2.905, 1.600], [-2.374, -1.770, 3.174], [-1.797, -4.866, 4.677], [-0.091, -5.163, 6.452], [1.241, -3.212, 7.229], [0.896, -1.003, 6.152], [0.676, 2.817, 4.953], [1.149, 5.140, 4.626], [0.600, 7.312, 3.584], [-0.953, 7.371, 1.649], [-1.910, 5.281, 0.754], [3.288, -3.869, 4.330], [2.589, -4.192, 3.153], [1.939, -2.987, 2.519], [2.435, -1.710, 2.735], [1.728, -0.631, 2.244], [0.583, -0.750, 1.565], [0.140, -1.989, 1.286], [0.794, -3.118, 1.745], [-1.150, -2.091, 0.557], [-1.503, -3.243, -0.125], [-2.762, -3.346, -0.698], [-3.178, -4.597, -1.432], [-2.089, -5.283, -2.015], [-3.633, -2.280, -0.534], [-3.182, -1.149, 0.111], [-1.957, -1.025, 0.620], [2.642, -3.682, 5.024], [1.820, -4.952, 3.330], [3.319, -4.619, 2.462], [3.323, -1.560, 3.332], [2.066, 0.379, 2.441], [0.359, -4.096, 1.585], [-0.813, -4.070, -0.217], [-3.940, -4.349, -2.176], [-3.634, -5.287, -0.720], [-1.865, -4.850, -2.845], [-4.639, -2.310, -0.930], [-3.839, -0.295, 0.221], [-3.858, 1.163, -2.607], [-2.761, 2.066, -1.002], [-4.411, 3.104, -0.109], [-2.028, 3.749, -2.146], [-1.002, 3.370, -3.168], [-1.422, 2.966, -4.435], [-0.521, 2.611, -5.424], [0.842, 2.677, -5.159], [1.272, 3.078, -3.904], [0.373, 3.413, -2.891], [0.910, 3.823, -1.548], [1.256, 2.121, -0.258], [2.606, 3.160, 1.057], [2.780, 1.193, -1.428], [-4.512, 1.893, -3.084], [-4.467, 0.344, -2.223], [-3.155, 0.762, -3.335], [-4.768, 3.893, -0.771], [-4.092, 3.538, 0.837], [-5.232, 2.411, 0.077], [-1.659, 4.488, -1.438], [-2.913, 4.164, -2.630], [-2.485, 2.946, -4.650], [-0.878, 2.320, -6.404], [1.564, 2.451, -5.935], [2.335, 3.160, -3.705], [0.259, 4.507, -1.008], [1.883, 4.302, -1.655], [3.354, 3.691, 0.468], [3.119, 2.457, 1.715], [2.055, 3.876, 1.665], [3.637, 1.862, -1.504], [2.381, 0.993, -2.419], [3.086, 0.258, -0.963], [2.036, -4.472, -2.258], [2.345, -3.172, -2.981], [1.585, -2.078, -2.371], [0.889, -1.120, -3.026], [-0.500, -0.454, -2.341], [1.321, -0.711, -4.236], [2.710, -0.656, -4.698], [2.880, -1.246, -6.087], [2.610, -5.292, -2.688], [0.977, -4.721, -2.328], [2.302, -4.397, -1.200], [2.070, -3.242, -4.034], [3.418, -2.974, -2.931], [1.183, -2.286, -1.469], [0.712, -0.003, -4.628], [3.342, -1.160, -3.973], [3.021, 0.392, -4.700], [2.627, -2.307, -6.101], [3.910, -1.131, -6.423], [2.232, -0.737, -6.802]]}